DFT (the ωB97M-V functional and the def2-TZVPD basis) results for 12 unconnected molecules or ions with the total composition C27H61N7O24.

Last column: Löwdin charge in e.
Atoms and positions in Å:
1 C 11.415 0.499 4.177  0.0316
2 N 12.149 -0.106 5.285  -0.4413
3 O 12.774 0.645 6.007  0.0631
4 O 12.017 -1.296 5.465  0.0724
5 H 11.727 -0.018 3.268  0.1039
6 H 11.615 1.555 4.050  0.0702
7 H 10.349 0.329 4.303  0.1059
8 C 19.705 1.786 4.767  0.0288
9 N 20.107 0.390 4.565  -0.4344
10 O 20.373 0.030 3.431  0.0462
11 O 19.976 -0.363 5.502  0.0891
12 H 19.972 2.106 5.765  0.0885
13 H 18.629 1.746 4.591  0.0914
14 H 19.986 2.502 3.995  0.0796
15 C 15.184 2.506 0.797  0.0329
16 N 14.043 3.311 1.293  -0.4327
17 O 13.054 2.726 1.687  0.0495
18 O 14.172 4.518 1.330  0.0618
19 H 15.734 2.165 1.671  0.0816
20 H 15.811 3.155 0.196  0.0847
21 H 14.883 1.645 0.209  0.1043
22 C 17.742 2.296 8.583  0.0333
23 N 18.151 1.518 9.781  -0.4565
24 O 18.956 2.014 10.534  0.0706
25 O 17.588 0.459 9.955  0.0633
26 H 18.520 3.024 8.374  0.0685
27 H 16.753 2.709 8.737  0.1032
28 H 17.761 1.585 7.760  0.0882
29 C 20.113 4.935 6.307  0.0215
30 N 20.083 5.828 7.477  -0.4427
31 O 20.449 6.978 7.319  0.0714
32 O 19.667 5.387 8.527  0.0630
33 H 20.958 4.263 6.446  0.1067
34 H 20.309 5.502 5.404  0.0747
35 H 19.149 4.433 6.239  0.0695
36 C 20.243 1.391 0.642  0.0553
37 N 18.813 1.794 0.719  -0.4130
38 O 18.199 1.904 -0.314  0.0657
39 O 18.296 1.836 1.817  0.0552
40 H 20.737 1.706 1.552  0.0744
41 H 20.659 1.930 -0.205  0.0909
42 H 20.233 0.318 0.481  0.1125
43 C 22.435 5.015 1.197  0.0655
44 N 21.442 4.893 2.311  -0.4054
45 O 21.806 5.084 3.457  0.0707
46 O 20.284 4.642 1.990  0.0394
47 H 21.973 4.737 0.260  0.0863
48 H 23.260 4.361 1.467  0.1034
49 H 22.766 6.050 1.197  0.1068
50 O 10.764 3.325 5.850  0.0903
51 C 10.299 4.117 5.064  -0.5486
52 O 9.028 4.483 5.053  -0.0028
53 C 8.075 3.778 5.845  -0.2153
54 C 8.028 4.308 7.273  -0.0622
55 C 11.115 4.822 4.012  0.0289
56 H 8.276 2.706 5.872  0.1183
57 H 7.129 3.919 5.327  0.1205
58 H 9.029 4.342 7.704  0.0754
59 H 7.414 3.667 7.902  0.0794
60 H 7.709 5.351 7.280  0.0772
61 H 10.782 4.580 3.002  0.0908
62 H 12.161 4.524 4.055  0.0706
63 H 11.070 5.904 4.133  0.0847
64 O 17.092 3.234 5.672  0.0600
65 C 16.107 3.326 4.961  -0.5196
66 O 16.081 3.762 3.718  -0.0069
67 C 17.167 4.469 3.123  -0.2075
68 C 17.315 5.892 3.649  -0.0269
69 C 14.763 2.820 5.414  0.0398
70 H 16.909 4.522 2.064  0.1099
71 H 18.082 3.885 3.232  0.0833
72 H 17.731 5.881 4.655  0.0738
73 H 16.337 6.369 3.637  0.0639
74 H 17.961 6.432 2.956  0.0696
75 H 14.894 2.075 6.194  0.0846
76 H 14.147 2.418 4.616  0.0728
77 H 14.307 3.669 5.924  0.0879
78 O 19.760 6.703 -2.435  0.1172
79 C 19.555 6.195 -1.365  -0.5436
80 O 19.899 6.758 -0.192  -0.0283
81 C 19.942 8.178 -0.127  -0.2188
82 C 18.595 8.760 0.168  -0.0620
83 C 19.043 4.808 -1.220  0.0137
84 H 20.284 8.643 -1.057  0.1217
85 H 20.681 8.491 0.610  0.1233
86 H 17.852 8.724 -0.636  0.0901
87 H 18.626 9.836 0.371  0.0644
88 H 18.069 8.348 1.035  0.0653
89 H 18.206 4.678 -1.904  0.1005
90 H 18.736 4.559 -0.207  0.0592
91 H 19.817 4.098 -1.515  0.0892
92 O 20.867 12.457 2.701  0.1129
93 C 20.140 12.011 1.859  -0.5622
94 O 19.258 11.040 2.079  -0.0416
95 C 19.193 10.513 3.408  -0.1918
96 C 17.891 9.732 3.502  -0.0691
97 C 20.159 12.521 0.450  0.0200
98 H 19.157 11.322 4.144  0.1230
99 H 20.090 9.983 3.736  0.1320
100 H 17.880 8.658 3.303  0.0410
101 H 17.054 10.145 2.941  0.0848
102 H 17.582 9.762 4.553  0.0710
103 H 19.158 12.631 0.031  0.0875
104 H 20.779 11.856 -0.151  0.0894
105 H 20.585 13.520 0.400  0.0871
106 O 16.201 8.175 6.101  0.0947
107 C 15.332 7.400 6.423  -0.5422
108 O 14.117 7.388 5.889  -0.0105
109 C 13.723 8.393 4.962  -0.2061
110 C 14.305 8.197 3.560  -0.0526
111 C 15.428 6.414 7.562  0.0415
112 H 13.998 9.392 5.311  0.1242
113 H 12.634 8.374 5.004  0.1183
114 H 13.980 7.235 3.162  0.0742
115 H 15.376 8.370 3.563  0.0423
116 H 13.874 8.958 2.904  0.0835
117 H 14.893 5.525 7.229  0.0675
118 H 14.952 6.765 8.474  0.0960
119 H 16.442 6.082 7.771  0.0823

Calculated values
HOMO level ... -10.501 eV
Gap between HOMO and LUMO ... 9.7 eV
2S+1 ... 1
Energy relative to the best compared isomer or geometry (same formula, charge and spin) ... 0.000 eV
SMILES ... C[N+](=O)[O-].C[N+](=O)[O-].C[N+](=O)[O-].C[N+](=O)[O-].C[N+](=O)[O-].C[N+](=O)[O-].C[N+](=O)[O-].CCOC(C)=O.CCOC(C)=O.CCOC(C)=O.CCOC(C)=O.CCOC(C)=O
Calculated total energy ... -88540.572 eV
Total charge ... 0